{"formula": "C29H46Cl2GeIOOsSi4", "method": "ωB97M-V/def2-TZVPD", "gap_ev": [6.317, 5.639], "molar_mass_g_mol": 983.680, "charge": 2, "s2": 0.765, "spin_multiplicity": 2, "elements": ["Os", "Cl", "C", "Cl", "H", "H", "I", "C", "H", "H", "O", "Si", "C", "C", "C", "C", "C", "C", "C", "C", "C", "C", "C", "C", "C", "C", "C", "C", "C", "C", "H", "H", "H", "H", "H", "H", "H", "H", "H", "H", "H", "H", "H", "H", "H", "C", "Si", "C", "C", "Ge", "Si", "C", "C", "C", "Si", "C", "C", "C", "H", "H", "H", "H", "H", "H", "H", "H", "H", "H", "H", "H", "H", "H", "H", "H", "H", "H", "H", "H", "H", "H", "H", "H", "H", "H", "H"], "positions_angstrom": [[-0.08948, -1.07717, 0.31577], [1.30539, 1.59187, 2.92886], [1.11948, 2.18458, 1.30802], [-0.40220, 1.53019, 0.52992], [1.93861, 1.85330, 0.67775], [0.97900, 3.25932, 1.29167], [-0.68069, -4.74054, 0.32311], [0.55155, -3.02723, 0.48979], [1.31310, -3.13767, -0.28111], [1.06725, -3.09850, 1.44871], [1.68005, -0.57972, -0.03978], [3.37763, -0.53869, -0.13207], [3.98375, -2.14236, -0.85756], [4.36659, -2.18245, -2.20280], [4.77652, -3.36877, -2.79639], [4.80912, -4.53988, -2.05449], [4.44829, -4.52108, -0.71300], [4.04880, -3.33208, -0.12155], [3.75601, 0.87711, -1.27190], [2.74166, 1.56897, -1.93835], [3.03339, 2.60912, -2.81093], [4.35372, 2.97243, -3.03132], [5.37805, 2.29279, -2.38468], [5.08128, 1.25405, -1.51578], [3.90163, -0.20162, 1.61923], [4.62859, 0.94443, 1.94760], [4.97570, 1.21898, 3.26462], [4.59748, 0.35191, 4.27736], [3.87152, -0.79418, 3.97318], [3.52936, -1.06298, 2.65815], [4.35417, -1.27441, -2.79585], [5.08148, -3.37572, -3.83474], [5.13419, -5.46403, -2.51393], [4.49920, -5.42824, -0.12505], [3.81078, -3.33818, 0.93538], [1.70546, 1.28663, -1.77662], [2.23592, 3.13443, -3.32091], [4.58672, 3.78183, -3.71029], [6.40828, 2.57176, -2.56129], [5.89552, 0.72674, -1.02917], [4.93213, 1.63556, 1.16954], [5.54464, 2.10930, 3.49793], [4.87386, 0.56118, 5.30233], [3.58678, -1.47972, 4.76155], [2.96214, -1.96356, 2.44502], [-5.37173, -2.73317, -0.61012], [-4.77784, -0.98762, -0.44856], [-4.89139, 0.04636, -1.98302], [-5.37749, -0.09972, 1.06626], [-2.33444, -1.25238, 0.02796], [-1.39875, -1.44978, 2.60167], [-2.00037, 0.19687, 3.23535], [-2.89470, -2.58963, 2.64686], [-0.00193, -2.13346, 3.61771], [-0.71364, -1.63883, -2.27161], [-0.94034, 0.09401, -2.90606], [-2.16940, -2.73741, -2.64691], [0.90480, -2.37926, -2.75358], [-6.46166, -2.69798, -0.70744], [-5.14354, -3.33647, 0.26935], [-4.98023, -3.23841, -1.49340], [-5.91393, 0.43282, -2.03589], [-4.71488, -0.52764, -2.89280], [-4.22922, 0.91274, -1.96730], [-6.43264, 0.13782, 0.89560], [-4.86141, 0.84584, 1.23975], [-5.32862, -0.70578, 1.97124], [-2.98898, 0.43912, 2.83637], [-1.33732, 1.03871, 3.05270], [-2.11033, 0.09510, 4.31972], [-3.81517, -2.08550, 2.33356], [-3.05262, -2.85990, 3.69650], [-2.78154, -3.51702, 2.08979], [0.92641, -1.57191, 3.49450], [0.17735, -3.19150, 3.42446], [-0.31355, -2.03443, 4.66261], [-1.98785, 0.40403, -2.91338], [-0.58817, 0.13666, -3.94168], [-0.36048, 0.82050, -2.33822], [-3.13143, -2.22281, -2.61020], [-2.20620, -3.64490, -2.04546], [-2.02917, -3.04685, -3.68966], [1.75165, -1.85936, -2.32237], [0.96888, -2.27828, -3.84325], [0.97457, -3.44239, -2.51779]]}